Record 1
DFT (ωB97M-V/def2-TZVPD) results for a cluster of 2 separate species, C26H28N2O9 in total in a non-equilibrium geometry.

ORCA input file:
```
! RIJCOSX wB97M-V def2-TZVPD def2/J DEFGRID3
* xyz -2 1
C 4.5221 -2.2238 1.7107
C 3.9991 -2.7557 0.4805
C 2.4444 -2.5211 0.1998
C 1.4659 -3.5126 0.8577
C -0.0565 -3.2991 0.6171
C -0.6942 -2.1712 -0.2165
C -2.2738 -2.1198 -0.3680
C -2.8588 -3.5023 -1.0143
O -3.9120 -3.1813 -1.9882
C -5.1108 -2.7549 -1.2859
C -5.5683 -1.3069 -1.8124
C 0.3019 -1.1447 -0.8681
C -0.2524 0.0627 -1.7487
C 0.3113 1.5066 -1.3286
C 0.4422 1.7540 0.2491
O 1.2734 2.9322 0.4192
C 1.8435 -1.3695 -0.6515
N 2.7320 -0.3943 -1.3070
C 3.5562 0.3981 -0.3473
C 3.5035 -0.9679 -2.4158
C 5.0135 -1.4705 -2.3745
O 2.8884 -1.1135 -3.5166
C -0.6755 -4.5012 1.4531
O -1.7281 -5.1545 1.3395
N 0.3476 -4.8180 2.5095
C 1.6776 -4.7681 1.8078
O 2.6415 -5.5392 1.9479
H 4.6373 -1.0971 1.8107
H 4.7675 -2.8991 2.6066
H 4.6438 -3.3516 -0.2511
H -2.6696 -1.2840 -1.0287
H -2.7524 -2.0117 0.6723
H -3.3944 -4.1231 -0.2018
H -2.0126 -4.1099 -1.5091
H -5.9863 -3.4926 -1.4329
H -4.9626 -2.6568 -0.1514
H -6.6068 -1.0842 -1.3603
H -5.6969 -1.3654 -2.9504
H -4.8541 -0.4783 -1.4946
H -1.3879 0.1362 -1.7876
H 0.0880 -0.1360 -2.8361
H 1.3306 1.6970 -1.8374
H -0.3941 2.3009 -1.7799
H 0.9514 0.9069 0.8239
H -0.5876 2.0384 0.6888
H 0.7849 3.7276 0.0711
H 4.5672 -0.0546 -0.0828
H 2.9593 0.4354 0.6409
H 3.6246 1.5001 -0.6817
H 5.0156 -2.5981 -2.1806
H 5.6942 -0.9172 -1.6513
H 5.4837 -1.3373 -3.4198
H 0.4126 -3.8973 2.9984
C -0.7588 7.3636 1.3304
C -0.5453 6.0563 1.0238
C -1.5129 5.0939 1.7200
O -1.5335 3.8721 1.5180
C -2.4689 5.6477 2.6876
C -2.6761 6.9581 3.0076
C -1.7792 7.9293 2.2298
O -1.8570 9.1565 2.3148
O -3.4983 7.4351 3.8395
O 0.3327 5.5688 0.2481
H -0.1268 8.1197 0.8746
H -3.0652 4.8874 3.1821
*
```

Values from the calculation:
HOMO level ... -0.24 eV
Lowest unoccupied orbital energy ... 2.11 eV
Kohn-Sham gap ... 2.353 eV
Total energy ... -48812.9268 eV

Atomic partial charges in e from the Löwdin method, atoms 1 to 8: C 0.002; C -0.130; C -0.027; C -0.001; C 0.007; C -0.034; C -0.101; C -0.181

***

Record 2
DFT (ωB97M-V/def2-TZVPD) results for a cluster of 2 separate species, C26H28N4 in total in a non-equilibrium geometry.

ORCA input file:
```
! RIJCOSX wB97M-V def2-TZVPD def2/J DEFGRID3
* xyz 0 1
C -6.7402 -0.2927 3.0486
N -5.8646 0.8260 3.3274
C -6.5308 2.0994 3.4931
C -4.5107 0.6868 3.3818
C -3.6685 1.7642 3.7737
C -2.2918 1.6312 3.7468
C -1.6716 0.4153 3.3675
C -0.2301 0.3041 3.2247
C 0.5566 1.4536 2.9967
C 1.9386 1.4628 2.8516
C 2.7724 2.6328 3.0242
C 4.1778 2.4912 3.1490
C 5.0053 3.6009 3.2771
C 4.4501 4.8937 3.3019
C 3.0593 5.0529 3.2077
C 2.2248 3.9383 3.0858
C 0.3868 -1.0253 3.2804
C 1.3176 -1.4261 2.3049
C 1.8140 -2.7150 2.2446
C 1.5264 -3.6257 3.2894
N 2.0668 -4.8792 3.2769
C 2.2017 -5.6798 4.4734
C 2.5878 -5.4713 2.0637
C 0.6607 -3.2080 4.3413
C 0.0497 -1.9654 4.2861
C -2.5225 -0.6774 3.0427
C -3.8985 -0.5483 3.0295
H -6.3572 -1.2139 3.4991
H -7.7269 -0.0747 3.4707
H -6.8587 -0.4609 1.9670
H -5.8727 2.9303 3.2261
H -7.4123 2.1228 2.8413
H -6.8747 2.2444 4.5285
H -4.1082 2.7052 4.0970
H -1.6727 2.4761 4.0446
H 0.0300 2.4009 2.9007
H 2.4890 0.5320 2.8826
H 4.5990 1.4815 3.1345
H 6.0864 3.4674 3.3660
H 5.1031 5.7660 3.3903
H 2.6249 6.0552 3.2380
H 1.1448 4.0721 3.0245
H 1.6296 -0.7077 1.5521
H 2.4574 -3.0143 1.4149
H 2.1765 -5.0456 5.3661
H 1.3982 -6.4280 4.5478
H 3.1609 -6.2126 4.4385
H 2.0438 -5.1025 1.1873
H 3.6567 -5.2497 1.9258
H 2.4687 -6.5591 2.1257
H 0.4403 -3.8900 5.1647
H -0.6827 -1.6915 5.0489
H -2.0862 -1.6352 2.7533
H -4.5092 -1.3996 2.7296
N 1.9808 1.0031 0.4194
C 1.5771 0.3841 -0.6547
N 1.2000 -0.2670 -1.5822
H 2.2489 1.9661 0.1980
*
```

Values from the calculation:
HOMO level ... -6.36 eV
Relative energy (zero: lowest compared OMol25 entry of this formula, charge and spin) ... 50.2 kcal/mol
Lowest unoccupied orbital energy ... -1.59 eV
Kohn-Sham gap ... 4.775 eV
Total energy ... -33373.2753 eV

Atomic partial charges in e from the Löwdin method, atoms 1 to 8: C -0.061; N -0.192; C -0.058; C -0.211; C -0.012; C -0.014; C -0.171; C -0.070

***

Record 3
DFT (ωB97M-V/def2-TZVPD) results for an isolated molecule of C26H28N4O3S.

ORCA input file:
```
! RIJCOSX wB97M-V def2-TZVPD def2/J DEFGRID3
* xyz 0 1
C 2.8137 0.7482 -2.2749
C 2.5112 0.7180 -0.8083
C 3.5049 0.9184 0.1406
C 3.2046 0.8986 1.4930
C 1.9077 0.6772 1.9175
C 0.9032 0.4803 0.9759
N -0.4271 0.2426 1.4140
C -1.1975 1.1934 1.9901
O -2.3054 0.9690 2.4329
C -0.6278 2.6184 1.9916
N -1.6999 3.5430 1.7049
C -2.2518 3.5067 0.4622
O -1.7402 2.8886 -0.4580
C -3.4678 4.3033 0.2768
C -4.1795 4.4076 -0.8880
C -5.3129 5.2326 -0.7702
C -5.4533 5.7473 0.4807
S -4.2075 5.2348 1.5401
C -0.9688 -1.1096 1.3088
C 0.1359 -2.1309 1.6455
O 0.2754 -2.5797 2.7617
N 0.9174 -2.4583 0.6023
C 1.9785 -3.4399 0.6743
C 1.9186 -4.3586 -0.5478
C 2.6656 -3.5691 -1.6195
C 3.8454 -2.9516 -0.8631
C 3.3677 -2.7805 0.5898
C -1.6404 -1.3802 -0.0161
C -2.0582 -0.3646 -0.8694
C -2.6807 -0.7046 -2.0606
C -2.8633 -2.0456 -2.3563
N -2.4909 -3.0192 -1.5413
C -1.9088 -2.6931 -0.4036
C 1.2078 0.4984 -0.3781
H 3.8785 0.8743 -2.4525
H 2.2827 1.5732 -2.7479
H 2.4857 -0.1727 -2.7553
H 4.5223 1.0902 -0.1787
H 3.9882 1.0499 2.2201
H 1.6655 0.6449 2.9684
H 0.1342 2.7298 1.2175
H -0.2032 2.8515 2.9688
H -2.2800 3.8282 2.4788
H -3.8823 3.9006 -1.7878
H -5.9948 5.4344 -1.5765
H -6.2185 6.4011 0.8502
H -1.7289 -1.1846 2.1010
H 0.7651 -2.0173 -0.2910
H 1.8333 -3.9682 1.6191
H 2.4475 -5.2864 -0.3305
H 0.8945 -4.5977 -0.8309
H 2.0204 -2.7874 -2.0257
H 2.9894 -4.1973 -2.4475
H 4.6993 -3.6280 -0.8991
H 4.1528 -2.0030 -1.3000
H 4.0527 -3.2663 1.2823
H 3.2987 -1.7315 0.8727
H -1.9117 0.6762 -0.6173
H -3.0152 0.0634 -2.7402
H -3.3326 -2.3626 -3.2783
H -1.6406 -3.5226 0.2391
H 0.4212 0.3664 -1.1059
*
```

Values from the calculation:
HOMO level ... -9.04 eV
Relative energy (zero: lowest compared OMol25 entry of this formula, charge and spin) ... 2.8 kcal/mol
Lowest unoccupied orbital energy ... 0.32 eV
Kohn-Sham gap ... 9.365 eV
Total energy ... -50356.4238 eV

Atomic partial charges in e from the Löwdin method, atoms 1 to 8: C -0.041; C -0.265; C -0.050; C -0.067; C -0.013; C -0.234; N 0.048; C -0.423

***

Record 4
DFT (ωB97M-V/def2-TZVPD) results for a structure of composition C26H29AuN2O2S2Se.

ORCA input file:
```
! RIJCOSX wB97M-V def2-TZVPD def2/J DEFGRID3
* xyz 2 3
Au -0.0153 0.1429 0.5357
O -1.9563 0.7010 -0.0151
S -2.6389 1.8742 -0.7059
C -2.3860 1.6340 -2.5207
C -2.4139 0.1539 -2.8774
C -1.7154 -0.1878 -4.2039
C -0.3105 0.3732 -4.4025
S 0.8872 0.0415 -3.0443
O 0.4121 0.8261 -1.8462
C 2.2070 1.0414 -3.7539
C 2.8528 0.6008 -4.9016
C 3.8025 1.4188 -5.4923
C 4.1139 2.6456 -4.9198
C 3.4873 3.0534 -3.7510
C 2.5253 2.2481 -3.1573
C -1.6440 3.3704 -0.5451
C -2.0678 4.4611 -1.2958
C -1.3665 5.6523 -1.2218
C -0.2604 5.7578 -0.3887
C 0.1385 4.6712 0.3749
C -0.5600 3.4745 0.3055
H -1.4362 2.0998 -2.7559
H -3.1966 2.1823 -3.0021
H -3.4467 -0.1944 -2.9305
H -1.9336 -0.4008 -2.0733
H -2.3178 0.1844 -5.0357
H -1.6903 -1.2754 -4.2967
H -0.3077 1.4527 -4.5506
H 0.1482 -0.0947 -5.2749
H 2.6246 -0.3687 -5.3294
H 4.3003 1.0972 -6.3969
H 4.8510 3.2855 -5.3859
H 3.7438 4.0023 -3.2994
H 2.0108 2.5578 -2.2556
H -2.9421 4.3871 -1.9326
H -1.6888 6.5022 -1.8077
H 0.2792 6.6928 -0.3239
H 0.9893 4.7626 1.0376
H -0.2571 2.6321 0.9161
C 3.4204 0.4462 4.7081
N 2.9697 0.4194 3.3221
C 3.6034 1.0052 2.2542
C 2.8314 0.7646 1.1618
N 1.7364 0.0289 1.5602
C 1.8471 -0.1477 2.8735
H 4.3390 1.0206 4.7738
H 3.6095 -0.5616 5.0713
H 2.6689 0.9169 5.3385
H 4.5358 1.5326 2.3548
H 2.9855 1.0402 0.1323
H 1.1566 -0.6990 3.4897
Se -0.5920 -2.4737 -0.7489
C -0.7317 -4.1745 0.0013
C 0.0601 -4.5837 1.0879
C -0.0562 -5.8739 1.5533
C -0.9527 -6.7598 0.9534
C -1.7495 -6.3486 -0.1146
C -1.6464 -5.0633 -0.5965
H 0.7636 -3.8975 1.5405
H 0.5495 -6.2054 2.3854
H -1.0267 -7.7758 1.3170
H -2.4482 -7.0380 -0.5679
H -2.2624 -4.7349 -1.4241
*
```

Values from the calculation:
HOMO level (spin up / spin down) ... -13.87 / -13.85 eV
Lowest unoccupied orbital energy (spin up / spin down) ... -4.59 / -8.81 eV
<S²> ... 2.03
Kohn-Sham gap (spin up / spin down) ... 9.280 / 5.043 eV
Total energy ... -125199.9338 eV

Atomic partial charges in e from the Löwdin method, atoms 1 to 8: Au 0.860; O -0.680; S 1.097; C -0.298; C -0.248; C -0.208; C -0.300; S 0.967